117
Properties=species:S:1:pos:R:3:lowdin_charge:R:1 method="wB97M-V/def2-TZVPD" energy_ev=-133044.2709 charge=+3 largest_force_ev_per_a=4.2 homo_lumo_gap_ev=1.170
N 3.85 3.78 -4.36 0.36
H 3.14 3.14 -4.70 0.13
H 3.55 4.74 -4.24 0.16
H 4.57 3.69 -5.06 0.16
H 4.24 3.38 -3.52 0.15
Al 5.62 -2.73 2.37 0.94
As 1.84 0.12 -1.37 0.95
F 1.96 1.51 -0.26 -0.30
F 0.43 -0.70 -0.50 -0.33
F 1.83 -1.27 -2.63 -0.35
F 3.24 0.78 -2.29 -0.33
F 2.94 -0.98 -0.42 -0.33
F 0.76 1.07 -2.38 -0.29
C -5.78 -0.13 0.22 -0.02
C -5.55 -0.08 1.75 -0.43
C -4.88 1.39 1.95 -0.10
C -4.81 1.80 3.41 -0.18
C -6.17 1.68 4.12 -0.12
C -7.00 0.41 3.82 -0.44
N -6.88 -0.08 2.47 0.11
O -7.71 -1.26 2.30 0.10
C -6.39 -0.61 4.83 0.02
C -8.47 0.72 4.20 0.02
C -4.65 -1.18 2.18 -0.01
H -6.11 -1.12 -0.11 0.09
H -4.86 0.08 -0.32 0.10
H -6.48 0.64 -0.10 0.10
H -3.86 1.34 1.58 0.12
H -5.25 2.20 1.32 0.13
H -4.48 2.83 3.52 0.13
H -4.02 1.18 3.84 0.11
H -6.70 2.56 3.77 0.14
H -5.90 1.86 5.16 0.14
H -6.89 -0.89 5.76 0.11
H -6.50 -1.61 4.40 0.09
H -5.33 -0.48 5.08 0.09
H -9.07 1.04 3.35 0.10
H -8.89 -0.21 4.59 0.09
H -8.48 1.51 4.95 0.11
H -3.68 -1.18 1.67 0.11
H -5.07 -2.18 2.02 0.11
H -4.41 -1.05 3.23 0.08
H -8.50 -0.96 1.85 0.14
C -2.06 -4.94 -1.83 -0.18
O -1.21 -4.22 -1.06 -0.09
H -1.82 -6.00 -1.69 0.10
H -3.10 -4.66 -1.64 0.09
H -1.86 -4.52 -2.81 0.09
H -1.59 -3.35 -0.94 0.08
C 3.14 -0.22 -6.89 -0.04
C 1.93 0.58 -7.50 -0.41
C 0.87 -0.44 -8.09 -0.18
O -0.31 0.24 -8.49 -0.17
C -1.36 -0.60 -8.93 -0.07
N 1.31 1.41 -6.54 0.06
H 3.67 -0.83 -7.62 0.08
H 2.89 -0.84 -6.03 0.08
H 3.92 0.47 -6.56 0.06
H 2.19 1.21 -8.34 0.14
H 0.64 -1.04 -7.20 0.13
H 1.28 -1.14 -8.82 0.13
H -1.00 -1.34 -9.65 0.09
H -2.08 -0.03 -9.51 0.10
H -1.83 -1.09 -8.08 0.10
H 0.92 0.88 -5.78 0.09
H 0.50 1.78 -7.01 0.08
C 4.49 7.25 2.75 -0.08
C 3.07 7.48 2.33 -0.41
C 2.37 6.10 2.16 -0.13
O 0.91 6.33 2.02 -0.19
C 0.15 5.20 1.49 -0.07
N 2.46 8.30 3.39 0.11
H 4.99 8.20 2.93 0.09
H 4.95 6.68 1.94 0.08
H 4.73 6.72 3.68 0.09
H 2.99 8.20 1.52 0.15
H 2.52 5.61 3.12 0.12
H 2.78 5.40 1.43 0.12
H -0.89 5.43 1.68 0.09
H 0.27 4.28 2.07 0.08
H 0.37 5.11 0.42 0.09
H 2.91 8.01 4.25 0.09
H 1.55 7.89 3.55 0.08
C 3.09 -6.50 -2.16 -0.03
C 4.09 -5.51 -1.42 -0.36
C 4.72 -4.48 -2.37 -0.18
O 5.61 -3.63 -1.67 -0.21
C 6.26 -2.64 -2.45 -0.09
N 3.28 -4.91 -0.35 0.10
H 2.94 -7.38 -1.52 0.08
H 3.64 -6.85 -3.03 0.08
H 2.13 -6.06 -2.40 0.08
H 4.81 -6.20 -1.00 0.14
H 4.03 -3.79 -2.85 0.13
H 5.34 -4.99 -3.10 0.13
H 6.80 -3.06 -3.30 0.09
H 6.80 -1.89 -1.86 0.09
H 5.57 -1.99 -2.98 0.08
H 2.74 -5.59 0.17 0.08
H 2.50 -4.49 -0.83 0.08
C 0.01 -3.11 4.93 -0.08
C 1.04 -2.53 4.08 -0.50
C 1.34 -1.08 4.23 -0.20
O 2.64 -0.59 3.86 -0.20
C 2.96 0.73 4.40 -0.09
N 2.11 -3.47 4.22 0.04
H 0.20 -3.18 6.00 0.10
H -0.19 -4.15 4.65 0.09
H -0.95 -2.64 4.74 0.08
H 0.82 -2.51 3.01 0.15
H 1.09 -0.79 5.25 0.12
H 0.53 -0.54 3.73 0.13
H 3.89 1.17 4.02 0.08
H 3.07 0.79 5.48 0.09
H 2.26 1.54 4.19 0.08
H 2.29 -3.58 5.21 0.08
H 1.67 -4.33 3.91 0.07